1.
The following is a quantum chemistry calculation of a cluster of 3 separate species, C18H18BrF2N2O2S in total in a non-equilibrium geometry, from OMol25.

Its total charge is -1. Its frontier orbital gap is 7.556 eV. Its HOMO energy is -4.827 eV. The spin multiplicity is 1. The LUMO energy comes out at 2.7 eV.

Last column: Mulliken charge in e.
Element x y z (Å)
Br (6.4559, -1.7668, -0.2181)  -0.21
S (-1.2861, 1.3211, -0.0661)  -0.38
F (1.1126, -3.1754, -3.0875)  -0.32
F (-2.6156, 4.9198, 1.7123)  -0.30
O (0.1103, -2.8211, 0.0784)  -0.77
O (0.0407, -1.5972, 1.9026)  -0.76
N (2.7247, -1.7249, -0.2962)  -0.32
N (0.9379, -0.1320, -1.0324)  -0.44
C (-3.7286, 2.6919, 4.9748)  -0.37
C (4.6060, -0.0706, 1.2569)  -1.24
C (-0.0698, -2.7034, -3.5224)  0.19
C (4.9648, -0.4573, -0.2167)  0.19
C (1.6235, -0.8652, 0.1115)  0.50
C (-2.4908, -1.7337, -4.4275)  -0.44
C (0.5274, -1.8410, 0.7387)  0.18
C (0.0011, 0.4795, -0.5495)  0.43
C (-3.1151, 2.8190, 2.6519)  -0.08
C (-2.9804, 4.1892, 2.7809)  0.26
C (-1.4667, -1.9895, -5.3310)  -0.39
C (-0.2460, -2.4725, -4.8758)  -0.46
C (-3.2138, 4.8246, 3.9872)  -0.37
C (-3.4861, 2.0661, 3.7575)  -0.54
C (-1.0824, -2.4593, -2.6109)  -0.19
C (3.7606, -1.0266, -1.0695)  -0.84
C (-3.5955, 4.0708, 5.0896)  -0.37
C (-2.2978, -1.9660, -3.0689)  -0.54
H (-3.0956, -1.7620, -2.3647)  0.41
H (1.9175, -0.1939, 0.9617)  0.14
H (3.9042, 0.8070, 1.3019)  0.26
H (-3.0968, 5.8991, 4.0587)  0.39
H (3.3900, -0.1966, -1.7274)  0.27
H (-3.5854, 0.9911, 3.6693)  0.39
H (4.0629, -0.9377, 1.7073)  0.35
H (5.3511, 0.4520, -0.7541)  0.31
H (-1.6185, -1.8120, -6.3894)  0.34
H (2.3633, -2.4852, -0.8832)  0.35
H (-4.0220, 2.1041, 5.8369)  0.36
H (-0.9167, -2.6546, -1.5513)  0.68
H (-3.7883, 4.5582, 6.0380)  0.35
H (-2.9308, 2.3483, 1.6947)  0.25
H (-3.4419, -1.3523, -4.7831)  0.36
H (5.5422, 0.1174, 1.8440)  0.41
H (0.5674, -2.6702, -5.5639)  0.40
H (4.2067, -1.7922, -1.7651)  0.55



2.
The following is a quantum chemistry calculation of a structure of composition C18H18Cl2F6N4OPRe in a non-equilibrium geometry, from OMol25.

Its total charge is +2. Its frontier orbital gap (alpha / beta) is 5.645 / 5.601 eV. Its HOMO energy (alpha / beta) is -15.326 / -15.298 eV. The spin multiplicity is 1. The LUMO energy (alpha / beta) comes out at -9.7 / -9.7 eV.

Last column: Mulliken charge in e.
Element x y z (Å)
Re (1.0380, 0.8256, 0.3599)  0.93
Cl (-0.2036, 3.1731, 1.8564)  0.04
Cl (0.6672, 2.9051, -0.8713)  0.02
P (3.6488, 1.5724, 2.5879)  1.24
F (3.2485, 3.0809, 2.8128)  -0.30
F (2.5663, 1.7735, 0.8959)  -0.38
F (2.1392, 1.1740, 3.1109)  -0.34
F (3.7372, 0.0698, 2.0043)  -0.29
F (4.8599, 1.9799, 1.6805)  -0.29
F (4.3684, 1.2834, 3.9122)  -0.24
O (2.9637, 0.4904, -1.3594)  -0.39
N (-0.5492, 0.2264, -0.1830)  0.03
N (0.5469, -2.8509, 5.5911)  -0.32
N (1.3281, -2.1069, 3.4149)  -0.34
N (1.1938, -0.7127, 1.4661)  -0.53
C (-5.2708, 0.4273, 0.4596)  -0.88
C (-4.1623, 0.1361, -0.3094)  -0.27
C (-1.7113, -0.2295, -0.5120)  0.34
C (-5.1308, 0.6923, 1.8195)  -0.46
C (-2.8351, -3.0247, -2.7303)  -0.86
C (3.9512, -0.5378, -1.2991)  -0.01
C (-3.8686, 0.6776, 2.4094)  -0.81
C (-0.1086, 4.0021, 0.2895)  -0.33
C (-2.8853, 0.1013, 0.2819)  0.82
C (5.0219, -0.3375, -2.3597)  -1.38
C (-0.9791, -1.8900, -3.7800)  -0.72
C (0.9511, -2.5031, 4.5714)  0.43
C (-2.7526, 0.4011, 1.6516)  -0.37
C (-0.8915, -1.0295, -2.7088)  -0.44
C (1.2370, -1.3686, 2.4652)  0.78
C (-1.9415, -2.8992, -3.7882)  -0.47
C (-1.8174, -1.1263, -1.6526)  0.65
C (-2.7909, -2.1415, -1.6728)  -0.25
H (4.5989, -0.3468, -3.3638)  0.43
H (-0.3031, -1.7907, -4.6153)  0.44
H (4.3807, -0.4938, -0.2982)  0.22
H (-3.7569, 0.8721, 3.4656)  0.46
H (2.7955, 0.6772, -2.2943)  0.25
H (-6.2499, 0.4651, 0.0048)  0.44
H (-3.5575, -3.8250, -2.7213)  0.44
H (-4.2620, -0.0212, -1.3737)  0.64
H (3.4637, -1.5111, -1.4407)  0.26
H (5.5452, 0.6034, -2.1997)  0.36
H (0.5066, 4.9002, 0.3821)  0.41
H (-0.1405, -0.2506, -2.6753)  0.38
H (-1.1095, 4.2362, -0.0786)  0.40
H (-1.7753, 0.3588, 2.1106)  0.43
H (5.7391, -1.1528, -2.2959)  0.37
H (-3.4614, -2.2609, -0.8357)  0.59
H (-5.9979, 0.9020, 2.4271)  0.45
H (-1.9835, -3.5968, -4.6102)  0.44



3.
The following is a quantum chemistry calculation of a structure of composition C18H18Cl5GeI2NO4Y, from OMol25.

The energy above the lowest of the compared OMol25 structures with the same formula, charge and spin comes out at 0.000 eV. Its total charge is 0. The expectation value of S² is 0.761. Its frontier orbital gap (alpha / beta) is 7.693 / 5.712 eV. Its HOMO energy (alpha / beta) is -8.397 / -8.404 eV. The spin multiplicity is 2. The LUMO energy (alpha / beta) comes out at -0.7 / -2.7 eV.

Last column: Mulliken charge in e.
Element x y z (Å)
I (0.4252, 2.5014, 0.3251)  0.30
I (-2.8492, 2.6309, -1.0674)  0.15
Y (-1.2252, -0.5431, -0.7421)  0.41
Ge (-3.4647, -3.1981, -0.7875)  0.60
Cl (6.0299, -2.8170, -1.7883)  -0.23
Cl (3.1464, 0.5422, 1.2782)  -0.21
Cl (-3.9734, -0.8948, -0.2185)  -0.41
Cl (-4.8092, -4.1272, 0.6678)  -0.38
Cl (-1.5700, -2.9163, 0.7129)  -0.40
O (0.8713, -0.6333, -0.0915)  0.00
O (-2.2880, -0.5388, -2.9733)  -0.49
O (1.6750, 1.5915, -3.0624)  -0.65
O (-0.2415, -2.3401, -2.0398)  -0.25
N (-0.3330, 0.5230, -2.7299)  0.26
C (-1.0289, 0.1934, -4.9768)  -0.59
C (1.9813, -1.1319, -0.4964)  0.02
C (4.4274, -1.1889, -0.3292)  -0.69
C (0.9312, -2.6874, -2.1540)  -0.39
C (-1.1222, 0.9415, 2.5860)  -0.60
C (-2.3798, 0.6678, 4.6617)  -1.64
C (-0.5208, 2.3595, 4.4686)  -1.53
C (0.6756, 1.0652, -3.4959)  0.09
C (2.0853, -2.1419, -1.4924)  1.00
C (4.4867, -2.1873, -1.3075)  0.19
C (-1.2453, 0.8318, 1.3586)  -0.47
C (3.3365, -2.6585, -1.8737)  -1.02
C (-1.0060, 0.9664, 4.0462)  2.19
C (-1.3659, 3.6352, 0.0746)  -0.84
C (3.2153, -0.6879, 0.0630)  0.47
C (0.3479, 0.8596, -4.9792)  -0.47
C (0.0109, -0.1052, 4.4682)  -1.43
C (-1.3023, 0.0147, -3.5019)  0.62
H (-1.8154, 0.8066, -5.4177)  0.29
H (-1.0555, -0.7771, -5.4720)  0.29
H (-0.4170, 2.3987, 5.5540)  0.39
H (-1.2310, 3.1307, 4.1663)  0.34
H (5.3387, -0.8151, 0.1168)  0.44
H (0.1200, -0.1056, 5.5541)  0.41
H (0.4490, 2.5855, 4.0229)  0.37
H (-3.1131, 1.4180, 4.3642)  0.37
H (1.1215, 0.2298, -5.4191)  0.24
H (-0.3201, -1.0939, 4.1505)  0.37
H (3.3824, -3.4326, -2.6299)  0.39
H (-1.7593, 3.8197, 1.0664)  0.36
H (0.9847, 0.0888, 4.0171)  0.28
H (0.3792, 1.8185, -5.4934)  0.30
H (-2.7427, -0.3095, 4.3442)  0.41
H (1.1520, -3.5146, -2.8479)  0.25
H (-1.0915, 4.5543, -0.4299)  0.50
H (-2.3023, 0.6715, 5.7502)  0.39



4.
The following is a quantum chemistry calculation of a structure of composition C18H18ClFN4O3 in a non-equilibrium geometry, from OMol25.

The energy above the lowest of the compared OMol25 structures with the same formula, charge and spin comes out at 2.087 eV. Its total charge is 0. Its frontier orbital gap is 8.810 eV. Its HOMO energy is -8.213 eV. The spin multiplicity is 1. The LUMO energy comes out at 0.6 eV.

Last column: Mulliken charge in e.
Element x y z (Å)
Cl (-3.3420, 4.1290, 1.6631)  -0.21
F (1.7174, -2.1360, -1.6825)  -0.36
O (-1.7649, -4.5359, 0.4865)  -0.48
O (2.4964, -1.1300, 0.9390)  -0.48
O (-0.6550, -3.9211, 2.9841)  -0.39
N (2.0127, 4.2940, -4.2658)  -0.57
N (0.6940, 3.5805, -2.6203)  0.65
N (0.9586, 2.0905, -0.1972)  -0.21
N (1.3013, 2.5695, -3.1160)  -0.93
C (-0.1252, -3.4077, 1.8767)  0.79
C (0.0116, -5.0308, 3.5330)  -0.83
C (1.1177, -2.5178, -0.4887)  0.31
C (-2.2962, 3.6760, 0.3179)  -0.01
C (-0.3379, 3.5133, -1.6851)  0.50
C (-0.6897, -3.7350, 0.6322)  0.15
C (-2.9019, -3.9362, 1.1806)  -0.86
C (0.0388, -3.3925, -0.5038)  -0.41
C (1.0436, -2.6604, 2.0151)  -0.68
C (-1.0131, 3.1839, 0.5804)  -0.64
C (-1.5542, 4.0880, -1.9993)  -0.51
C (2.1167, 2.9629, -4.0278)  -0.18
C (1.0575, 4.6124, -3.4830)  -0.01
C (-0.1274, 2.8844, -0.4162)  0.22
C (1.5792, -2.0997, 0.8198)  0.18
C (-2.5328, 4.2495, -0.9732)  -0.52
C (2.2672, 0.1740, 0.1880)  -1.08
C (1.1232, 1.0568, 0.7879)  -0.43
H (-3.3635, 4.9230, -1.0540)  0.39
H (0.4442, -5.8070, 2.9420)  0.37
H (3.1907, 0.6238, 0.1807)  0.43
H (-2.8783, -2.9046, 1.2199)  0.39
H (1.3189, 1.4771, 1.8040)  0.28
H (2.7853, 2.3703, -4.6169)  0.43
H (-3.0630, -4.3210, 2.1664)  0.28
H (1.9129, 0.0271, -0.7917)  0.56
H (-1.7732, 4.5462, -2.9341)  0.48
H (0.8566, -4.7291, 4.1802)  0.32
H (-0.7733, -5.5500, 4.2155)  0.25
H (-0.3380, -3.8846, -1.4579)  0.34
H (-3.7940, -4.1702, 0.6287)  0.34
H (0.7265, 5.6699, -3.4509)  0.37
H (1.6390, 2.0780, -1.0139)  0.31
H (0.2785, 0.4105, 0.8661)  0.45
H (1.3123, -2.3805, 2.9933)  0.52
H (-0.6771, 3.0595, 1.5774)  0.50



5.
The following is a quantum chemistry calculation of the molecule C18H18ClNO4S, from OMol25.

The energy above the lowest of the compared OMol25 structures with the same formula, charge and spin comes out at 0.282 eV. Its total charge is 0. Its frontier orbital gap is 9.498 eV. Its HOMO energy is -9.322 eV. The spin multiplicity is 1. The LUMO energy comes out at 0.2 eV.

Last column: Mulliken charge in e.
Element x y z (Å)
Cl (-2.6048, -6.3713, -1.8269)  -0.21
S (1.6749, 2.7003, 0.1260)  1.39
O (2.6572, 2.4317, 1.1510)  -0.73
O (2.1202, 3.4098, -1.0429)  -0.73
O (1.7967, -1.9888, 0.5725)  -0.58
O (-0.8394, -0.1187, 0.5294)  -0.67
N (0.8994, 0.4144, 1.8654)  -0.05
C (2.1354, 0.2920, -1.0035)  -1.04
C (-3.1409, 5.4933, 2.5078)  -1.46
C (-1.2710, -4.7312, -0.1542)  -0.75
C (1.3090, -2.0418, -0.5343)  0.86
C (-0.9655, 4.2635, 2.7589)  -0.77
C (1.6547, -1.0263, -1.6107)  -1.04
C (-0.3560, -3.7351, 0.1186)  -0.42
C (-1.4715, -5.1219, -1.4700)  0.46
C (0.9749, 1.1023, -0.4378)  0.10
C (0.1420, 3.6298, 2.2233)  -0.28
C (0.2479, 0.3958, 0.6947)  -0.30
C (0.2837, 3.5643, 0.8515)  0.04
C (0.3505, -3.1085, -0.9080)  0.23
C (0.1343, -3.5150, -2.2236)  -0.11
C (-0.6602, 4.1202, 0.0084)  -0.32
C (-0.7671, -4.5231, -2.5052)  -0.86
C (-1.9313, 4.8266, 1.9317)  0.98
C (-1.7641, 4.7503, 0.5513)  -0.85
H (0.2585, 1.3513, -1.2221)  0.52
H (2.8497, 0.0825, -0.2043)  0.33
H (-3.3973, 6.3850, 1.9403)  0.38
H (-2.9787, 5.7680, 3.5466)  0.36
H (2.4547, -1.4595, -2.2173)  0.55
H (2.6338, 0.9030, -1.7587)  0.51
H (0.9059, 3.2008, 2.8516)  0.44
H (-0.9284, -4.8462, -3.5218)  0.40
H (0.7883, -0.8564, -2.2498)  0.47
H (-3.9920, 4.8136, 2.4637)  0.30
H (-1.8244, -5.2054, 0.6409)  0.40
H (-2.5055, 5.1902, -0.0992)  0.38
H (-0.1804, -3.4132, 1.1332)  0.40
H (1.8125, 0.8416, 1.9359)  0.23
H (-1.0807, 4.3229, 3.8311)  0.35
H (0.5417, -0.1338, 2.6293)  0.25
H (0.6855, -3.0661, -3.0353)  0.40
H (-0.5079, 4.0704, -1.0582)  0.46



The energy results, record by record, are as follows: -112346.89732; -79719.36456; -165016.36833; -46296.49746; -51996.61118 eV.